Arrangement a

This record from OMol25 describes a single C5H4FNO molecule. The level of theory is the ωB97M-V functional and the def2-TZVPD basis.

Its highest occupied orbital energy is -8.30 eV. As for the spin multiplicity: 1. The orbital gap comes out at 7.85 eV. The SMILES is FC1=COC=CN=C1.

CARTESIAN COORDINATES (ANGSTROEM)
1 F 2.92 0.01 -0.03
2 C 1.57 -0.04 0.09
3 C 0.85 -1.22 -0.04
4 O -0.52 -1.45 -0.14
5 C -1.76 -0.61 -0.08
6 C -1.50 0.69 0.11
7 N -0.38 1.47 -0.20
8 C 0.85 1.22 -0.03
9 H 1.47 -2.06 -0.05
10 H -2.42 -1.40 0.12
11 H -2.41 1.17 0.42
12 H 1.33 2.22 -0.17

Arrangement b

This record from OMol25 describes a single C5H4FNO molecule. The level of theory is the ωB97M-V functional and the def2-TZVPD basis.

Its highest occupied orbital energy is -10.47 eV. As for the spin multiplicity: 1. The orbital gap comes out at 10.10 eV. The SMILES is N#C[C@]1(F)CCC1=O.

CARTESIAN COORDINATES (ANGSTROEM)
1 N 2.96 0.96 -0.35
2 C 1.96 0.19 -0.08
3 C 0.60 -0.18 0.54
4 F 0.74 -0.68 1.76
5 C -0.24 -1.01 -0.27
6 C -1.18 0.26 -0.69
7 C -0.35 1.03 0.45
8 O -0.50 2.06 1.00
9 H -0.88 -1.47 0.77
10 H 0.20 -1.81 -0.85
11 H -2.40 -0.06 -0.52
12 H -0.90 0.71 -1.76

Least stable: arrangement b

Arrangement a

This record from OMol25 describes a gas-phase ion, C2H2F2P (charge +1). The level of theory is the ωB97M-V functional and the def2-TZVPD basis.

Its highest occupied orbital energy is -17.14 eV. As for the spin multiplicity: 1. Its total charge is +1. The orbital gap comes out at 9.51 eV.

CARTESIAN COORDINATES (ANGSTROEM)
1 C 0.22 0.37 -0.38
2 C -0.48 -0.30 0.40
3 F -0.87 2.55 -0.38
4 F 1.11 2.85 -1.48
5 P 0.63 2.44 -0.03
6 H 0.63 0.39 -1.41
7 H -1.19 -0.47 1.15

Arrangement b

This record from OMol25 describes a gas-phase ion, C2H2F2P (charge +1). The level of theory is the ωB97M-V functional and the def2-TZVPD basis.

Its highest occupied orbital energy is -17.11 eV. As for the spin multiplicity: 1. Its total charge is +1. The orbital gap comes out at 9.63 eV.

CARTESIAN COORDINATES (ANGSTROEM)
1 C -0.66 0.04 -0.11
2 C 0.48 -0.39 0.09
3 F -2.94 -1.17 -0.41
4 F -3.15 1.08 -0.41
5 P -2.71 -0.02 0.58
6 H -1.06 0.83 -0.62
7 H 1.37 -0.90 0.62

Least stable: arrangement b

Arrangement a

This record from OMol25 describes a molecular structure, C5H6F2. The level of theory is the ωB97M-V functional and the def2-TZVPD basis.

Its highest occupied orbital energy is -9.38 eV. As for the spin multiplicity: 1. The orbital gap comes out at 9.90 eV.

CARTESIAN COORDINATES (ANGSTROEM)
1 C -1.28 0.65 0.04
2 C -0.09 0.14 -0.42
3 C 0.35 0.79 -1.55
4 C 0.80 -0.74 0.28
5 C 0.67 -1.08 1.52
6 H -1.03 0.88 1.16
7 H -1.88 1.55 -0.56
8 H -0.10 1.61 -2.03
9 H 1.75 -0.95 -0.24
10 H 1.75 -1.86 1.67
11 H -0.18 -1.09 2.21
12 F -2.31 -0.32 0.06
13 F 1.55 0.41 -2.14

Arrangement b

This record from OMol25 describes 2 unconnected molecules or ions with the total composition C5H6F2. The level of theory is the ωB97M-V functional and the def2-TZVPD basis.

Its highest occupied orbital energy is -9.36 eV. As for the spin multiplicity: 1. The orbital gap comes out at 9.26 eV.

CARTESIAN COORDINATES (ANGSTROEM)
1 C 0.63 0.85 -0.01
2 C 0.93 2.05 -0.48
3 C 0.23 -0.32 0.38
4 C -2.26 -0.46 0.27
5 C 0.94 -1.52 -0.07
6 F -2.31 0.81 -0.08
7 F -2.78 -0.46 1.49
8 H 1.48 2.77 0.09
9 H 0.69 2.23 -1.55
10 H -0.82 -0.63 0.69
11 H 1.93 -1.36 0.22
12 H 0.92 -1.47 -1.20
13 H 0.44 -2.49 0.24

Least stable: arrangement b

Arrangement a

This record from OMol25 describes a single C5H6F2 molecule. The level of theory is the ωB97M-V functional and the def2-TZVPD basis.

Its highest occupied orbital energy is -10.24 eV. As for the spin multiplicity: 1. The orbital gap comes out at 11.21 eV. The SMILES is CC1=C[C@H](F)[C@H]1F.

CARTESIAN COORDINATES (ANGSTROEM)
1 C -1.31 -0.10 1.40
2 C -0.32 -0.09 0.28
3 C -0.49 -0.05 -1.04
4 C 0.94 0.12 -1.43
5 F 1.56 -0.93 -2.13
6 C 1.17 0.08 0.20
7 F 1.60 1.23 0.73
8 H -1.99 0.73 1.45
9 H -0.89 -0.14 2.46
10 H -1.93 -1.07 1.37
11 H -1.38 -0.05 -1.75
12 H 1.30 1.05 -1.98
13 H 1.75 -0.78 0.44

Arrangement b

This record from OMol25 describes a single C5H6F2 molecule. The level of theory is the ωB97M-V functional and the def2-TZVPD basis.

Its highest occupied orbital energy is -10.02 eV. As for the spin multiplicity: 1. The orbital gap comes out at 10.93 eV. The SMILES is CC1=C[C@H](F)[C@H]1F.

CARTESIAN COORDINATES (ANGSTROEM)
1 C -1.91 0.19 0.14
2 C -0.40 -0.14 0.00
3 C 0.43 -1.20 -0.25
4 C 1.66 -0.31 -0.28
5 F 2.80 -0.80 0.29
6 C 0.77 0.74 0.44
7 F 0.80 1.99 -0.13
8 H -2.45 -0.17 0.98
9 H -2.52 -0.20 -0.75
10 H -2.05 1.35 0.15
11 H 0.15 -2.17 -0.62
12 H 1.80 -0.20 -1.39
13 H 0.92 0.91 1.43

Least stable: arrangement b